{"formula": "C5H9FN2", "method": "ωB97M-V/def2-TZVPD", "species": ["C", "C", "C", "C", "C", "H", "H", "H", "H", "H", "H", "H", "H", "H", "N", "N", "F"], "coordinates": [[0.1354, -2.3024, 0.8248], [-0.1392, -2.2230, -0.8162], [-0.7811, 0.2401, 0.5304], [-0.3832, 1.7706, 0.3158], [0.3485, 1.2123, -0.8658], [-0.1289, -3.4002, 1.0252], [1.2179, -1.9777, 1.2312], [-0.3813, -1.3819, 1.5164], [-0.4218, -3.0873, -1.5889], [-1.8821, 0.0304, 0.2182], [-0.6546, 0.0078, 1.6574], [-1.2559, 2.4647, 0.2596], [-0.1950, 1.5998, -1.8492], [1.3813, 1.5552, -0.9880], [0.0026, -1.0205, -1.3364], [0.3051, -0.1428, -0.4903], [0.5649, 2.2386, 1.2634]], "homo_lumo_gap_ev": 9.51, "e_lumo_ev": 0.877}



{"formula": "C5H9FN2O2", "method": "ωB97M-V/def2-TZVPD", "species": ["C", "C", "C", "C", "C", "N", "N", "O", "O", "F", "H", "H", "H", "H", "H", "H", "H", "H", "H"], "coordinates": [[-0.7214, 4.6502, -0.7657], [-0.0760, -0.8308, 0.3124], [-1.6542, -1.2205, -1.4138], [0.8981, -1.4589, -0.7234], [2.9831, -1.1117, 0.4952], [2.0950, -1.5584, -0.5310], [-1.2309, -0.5071, -0.3836], [0.0110, 5.5205, -0.6088], [-1.3091, 3.6796, -0.9018], [-2.8484, 0.2575, 2.0829], [-0.2003, -1.6592, 0.9775], [0.2174, 0.1350, 0.9170], [-2.0736, -0.6121, -2.3166], [-1.5057, -2.3310, -1.2901], [2.4909, -0.2640, 0.9738], [3.3576, -2.0385, 1.1305], [3.8984, -0.8229, -0.0849], [-3.0172, -0.2833, 2.7506], [-1.3147, 0.4554, -0.6203]], "homo_lumo_gap_ev": [6.44, 7.20], "e_lumo_ev": [0.254, 0.266]}



{"formula": "C5H9FO", "method": "ωB97M-V/def2-TZVPD", "species": ["C", "C", "C", "O", "H", "H", "H", "H", "H", "H", "C", "C", "F", "H", "H", "H"], "coordinates": [[-1.4881, 1.2574, 0.3454], [-0.9877, -0.1183, -0.0447], [-0.7442, -1.0340, 0.8764], [-0.3215, -2.3261, 0.6939], [-1.1117, 1.4626, 1.3197], [-0.9976, 1.9872, -0.2619], [-2.7175, 1.1926, 0.2071], [-0.6310, -0.2399, -0.9765], [-1.0602, -0.9188, 1.9656], [0.0249, -2.4316, -0.1502], [2.1424, -0.5681, -0.8247], [1.7748, 0.4464, -0.0185], [1.8506, 0.3571, 1.3012], [2.5799, -1.4331, -0.3542], [2.0175, -0.3721, -1.9301], [1.3192, 1.3272, -0.2353]], "homo_lumo_gap_ev": 9.55, "e_lumo_ev": 0.969}



{"formula": "C5H9FO5PS", "method": "ωB97M-V/def2-TZVPD", "species": ["C", "C", "C", "O", "C", "O", "S", "O", "O", "O", "C", "F", "P", "H", "H", "H", "H", "H", "H", "H", "H", "H"], "coordinates": [[-0.5587, 1.6536, -1.6695], [0.5168, 1.1162, -0.6941], [1.5135, 2.0898, -0.0632], [-0.0960, 0.6331, 0.4825], [-0.6422, -0.5746, 0.5541], [-0.2858, -1.6248, -0.2282], [1.4449, -1.9350, -0.3535], [2.0409, -1.3573, 0.8428], [1.4122, -3.3712, -0.4082], [2.0103, -1.3890, -1.5713], [-1.6578, -0.7242, 1.4709], [-2.0929, 0.4028, 2.1521], [-2.8944, -2.0156, 1.9803], [-1.4314, 1.9062, -1.0718], [-0.2697, 2.4735, -2.3656], [-0.9225, 0.8721, -2.3822], [1.0339, 0.3792, -1.2511], [2.1477, 2.7329, -0.7581], [2.2671, 1.4722, 0.4529], [1.0971, 2.8550, 0.7273], [-2.3648, -2.6670, 3.0559], [-2.2682, -2.9276, 1.0978]], "total_charge": -1, "homo_lumo_gap_ev": 8.30, "e_lumo_ev": 3.443}



{"formula": "C5H9IO", "method": "ωB97M-V/def2-TZVPD", "species": ["C", "C", "C", "C", "C", "O", "I", "H", "H", "H", "H", "H", "H", "H", "H", "H"], "coordinates": [[0.0272, -0.5417, 0.4780], [-1.1943, -0.9667, 0.4221], [-1.6599, -2.3303, 0.4259], [0.6425, 2.0640, -0.8125], [0.5752, 1.3507, 0.4997], [1.6969, 1.5222, 1.2440], [-2.7792, 0.4394, 0.1424], [0.9405, -1.1236, 0.4140], [-2.3994, -2.5094, 1.1213], [-0.8455, -2.9322, 0.5484], [-2.1369, -2.5675, -0.5226], [1.2084, 1.4333, -1.5664], [-0.1400, 2.4682, -1.3355], [1.1868, 2.9750, -0.7126], [-0.2235, 1.8925, 1.0379], [2.4513, 1.4358, 0.6691]], "homo_lumo_gap_ev": 9.56, "e_lumo_ev": 0.560}



{"formula": "C5H9IO", "method": "ωB97M-V/def2-TZVPD", "species": ["C", "C", "C", "C", "C", "O", "H", "H", "H", "H", "H", "H", "H", "H", "I", "H"], "coordinates": [[1.1521, -0.9911, -0.2781], [1.0901, -0.1859, 0.9971], [-0.4632, -0.4393, 1.8604], [-0.0367, -0.4339, 3.4296], [-1.8184, -0.7601, 1.9303], [-2.9640, -0.9102, 2.0955], [2.0421, -0.7207, -0.7933], [1.3701, -2.1328, -0.0550], [0.2922, -0.7422, -1.0147], [1.2975, 0.8775, 0.8633], [1.9216, -0.5634, 1.6394], [0.3380, -1.4798, 3.6953], [-0.9532, -0.2699, 4.0123], [0.5520, 0.4449, 3.5795], [4.4049, -0.6685, 4.3884], [4.5597, 0.8125, 4.9602]], "homo_lumo_gap_ev": 8.64, "e_lumo_ev": 0.436}



Energy relative to the best compared isomer or geometry (same formula, charge and spin) per entry: 122.0, 82.1, 64.0, 10.5, 54.1, 66.2 kcal per mole